1.
{"formula": "C4H9NO2", "method": "the ωB97M-V functional and the def2-TZVPD basis", "species": ["C", "O", "C", "C", "N", "C", "O", "H", "H", "H", "H", "H", "H", "H", "H", "H"], "coordinates": [[-1.47515, 0.65729, 1.31618], [-0.60420, -0.28824, 0.71229], [-0.28786, 0.11791, -1.28257], [0.96966, -0.70995, -1.37315], [1.46244, -0.95784, -0.00378], [0.87064, 0.12081, 0.75750], [0.92335, 1.26144, 0.15566], [-1.14533, 1.67131, 1.07201], [-2.48462, 0.47604, 0.93645], [-1.47590, 0.51151, 2.40284], [-0.28463, 1.11680, -1.70019], [-1.24688, -0.38955, -1.35123], [1.72310, -0.14776, -1.92902], [0.78411, -1.66595, -1.87329], [1.10476, -1.84543, 0.34110], [1.16650, 0.07162, 1.81918]], "mulliken_charge": [-0.7039, -0.3414, -0.2286, -0.3406, -0.4755, 0.0022, -0.6637, 0.3547, 0.2476, 0.2634, 0.2902, 0.2533, 0.2285, 0.3582, 0.2808, 0.4749], "relative_energy_ev": 5.052, "homo_energy_ev": -9.2, "largest_force_ha_per_bohr": 0.00439, "e_tot_ev": -9875.009, "charge": 0}

2.
{"formula": "C4H9NO2", "method": "the ωB97M-V functional and the def2-TZVPD basis", "species": ["C", "N", "C", "O", "C", "C", "O", "H", "H", "H", "H", "H", "H", "H", "H", "H"], "coordinates": [[-1.25970, 0.08084, -1.42310], [0.01979, -0.29736, -0.76631], [1.03080, -0.54415, -1.67251], [0.84952, -0.74277, -2.85459], [0.34931, 0.51674, 0.40229], [0.41229, -0.22989, 1.79698], [-0.81629, -0.20971, 2.47724], [-1.48824, -0.67533, -2.16376], [-1.10473, 1.05806, -1.88594], [-2.00736, 0.10397, -0.63697], [2.04639, -0.73580, -1.29670], [1.28106, 1.08104, 0.35615], [-0.52632, 1.15447, 0.53085], [1.18745, 0.32338, 2.32607], [0.73902, -1.24109, 1.54986], [-0.71300, 0.35762, 3.26043]], "mulliken_charge": [-1.0475, 0.0502, -0.0309, -0.5325, -0.6300, -0.4437, -0.5194, 0.3164, 0.3686, 0.3806, 0.3579, 0.5034, 0.3286, 0.2990, 0.2795, 0.3200], "relative_energy_ev": 1.860, "homo_energy_ev": -9.4, "largest_force_ha_per_bohr": 0.04064, "smiles": "CN(C=O)CCO", "e_tot_ev": -9878.201, "charge": 0}